Molecular formula: C41H75N6O31P
Method: DFT, ωB97M-V/def2-TZVPD

Structure (XYZ):
```
154
Properties=species:S:1:pos:R:3:forces:R:3
C -2.6597 -1.0628 5.1813 -0.383 0.135 0.239
N -2.1507 -1.0654 3.7930 0.502 -0.232 1.593
O -1.0389 -1.5027 3.5960 0.794 -0.290 -0.133
O -2.8639 -0.6015 2.9711 -1.203 0.888 -1.649
H -2.8726 -0.0300 5.4394 0.214 0.139 0.016
H -1.9133 -1.5019 5.8224 0.014 -0.134 0.148
H -3.6152 -1.5795 5.1849 0.118 -0.252 -0.016
C 2.1808 -2.0182 4.7763 -1.125 -0.176 0.821
N 3.5490 -2.0349 4.2359 -0.559 -0.179 1.302
O 4.4932 -1.9224 4.9688 0.571 0.165 0.654
O 3.6028 -2.1547 3.0514 0.350 -0.167 -2.142
H 1.7594 -1.0435 4.5476 -0.100 -0.088 -0.289
H 2.0887 -2.1776 5.8478 0.797 0.158 0.072
H 1.6164 -2.8279 4.3243 0.020 0.255 -0.489
C 0.5947 -2.1941 -4.9269 -0.433 0.587 -0.078
N 0.7873 -0.7986 -5.4364 0.499 -0.696 -0.517
O 1.7040 -0.1526 -5.0080 0.611 0.412 0.571
O 0.0409 -0.4206 -6.3107 -0.733 0.105 -0.213
H 1.4554 -2.4893 -4.3482 0.033 0.034 0.209
H 0.4344 -2.8277 -5.7897 -0.059 -0.037 -0.071
H -0.3154 -2.1006 -4.3380 0.053 -0.358 0.184
C -4.2623 -0.5334 -4.3638 -0.282 -0.249 0.218
C -3.7619 0.8224 -4.8174 -0.159 0.124 0.571
C -3.2996 0.9214 -6.2747 -0.768 -0.251 0.517
O -4.0693 1.9915 -6.8229 -0.010 0.691 0.491
C -4.9159 2.5041 -5.8790 -0.450 0.366 -0.457
O -5.6670 3.4249 -6.0778 0.950 -1.108 0.348
O -4.8081 1.8075 -4.7252 -0.211 0.362 -0.386
H -3.7275 -1.3511 -4.8509 0.117 0.109 -0.013
H -5.3287 -0.6594 -4.5625 0.054 0.127 -0.204
H -4.1424 -0.6634 -3.2871 0.105 -0.020 -0.084
H -3.0002 1.1686 -4.1116 0.203 -0.066 -0.345
H -3.6168 0.0366 -6.8231 0.556 -0.167 -0.080
H -2.2322 1.1157 -6.2702 0.047 0.008 -0.673
C 6.5618 -4.1963 -1.2880 -0.849 0.861 -1.387
C 5.1166 -4.4104 -0.9011 0.422 0.052 1.417
C 4.4152 -3.1615 -0.3234 0.299 -0.164 -0.334
O 3.2037 -3.0761 -1.0864 0.290 0.380 0.693
C 3.1200 -4.1200 -1.9279 1.423 0.094 0.647
O 2.1612 -4.4012 -2.5288 -1.677 -0.322 -1.361
O 4.2881 -4.7934 -1.9891 0.133 -0.128 0.163
H 6.5329 -3.5224 -2.1585 0.203 -0.028 0.137
H 7.0341 -5.1049 -1.6434 0.216 -0.146 0.408
H 7.0912 -3.6562 -0.5096 0.238 -0.369 0.229
H 5.0854 -5.1615 -0.1049 -0.230 -0.364 -0.384
H 5.0324 -2.2676 -0.4506 -0.274 0.044 -0.201
H 4.1811 -3.2868 0.7331 -0.122 0.094 -0.057
C -0.3736 2.6962 2.7829 0.180 -0.425 -0.684
C 0.0312 2.6871 4.2315 -1.162 -0.227 0.230
C 0.4374 4.0571 4.7907 0.858 -0.717 0.193
O -0.3174 4.1940 5.9821 0.444 0.923 -0.084
C -1.1828 3.1850 6.1226 1.624 -0.021 -2.106
O -1.8496 3.0126 7.0479 -2.222 -0.388 2.720
O -1.1266 2.3734 5.0562 0.036 -0.282 -0.628
H 0.4660 2.3855 2.1570 0.114 0.298 0.018
H -0.7134 3.6773 2.4519 -0.060 -0.004 0.047
H -1.1527 1.9616 2.5611 -0.060 0.050 0.298
H 0.7100 1.8607 4.4477 0.417 0.321 -0.089
H 0.2554 4.8621 4.0837 -0.262 0.093 0.104
H 1.4904 4.0572 5.0765 -0.016 0.161 -0.093
C 1.3749 -0.3742 1.3074 -0.501 0.148 -0.402
C 0.8755 0.3054 0.0466 -0.542 -0.503 -0.159
C 1.6770 -0.0531 -1.2177 -0.204 0.050 0.541
O 0.7015 -0.6079 -2.1196 -0.071 0.120 0.021
C -0.5210 -0.6109 -1.5541 1.085 0.227 0.356
O -1.5323 -0.9008 -2.1107 -0.318 -0.199 -0.450
O -0.4418 -0.2590 -0.2616 0.048 0.546 0.138
H 0.7198 -0.1499 2.1509 0.067 0.110 0.021
H 2.3892 -0.0403 1.5137 0.074 -0.191 0.068
H 1.2987 -1.4500 1.1378 0.387 -0.030 0.126
H 0.7561 1.3801 0.1625 -0.039 -0.034 -0.046
H 2.4108 -0.8091 -0.9363 0.004 -0.069 -0.497
H 2.1316 0.8209 -1.6762 0.016 -0.075 -0.099
C 5.2573 0.7222 2.7749 -0.590 -0.148 -1.062
C 5.6768 -0.0397 1.5305 1.524 0.412 -0.171
C 5.4975 0.6469 0.1654 0.724 -0.665 -0.551
O 6.8489 0.8792 -0.3125 -0.964 0.794 -0.044
C 7.7480 0.4602 0.5836 -2.960 -0.751 0.313
O 8.8926 0.5449 0.4643 3.604 0.438 -0.362
O 7.1356 -0.1466 1.6116 -0.640 -0.380 0.479
H 5.7041 0.2581 3.6464 -0.223 -0.077 0.175
H 4.1611 0.7136 2.7740 0.085 0.048 0.493
H 5.5823 1.7591 2.6819 0.070 -0.054 0.083
H 5.2981 -1.0535 1.4409 -0.148 -0.017 0.603
H 4.9288 1.5707 0.1835 0.048 -0.013 -0.057
H 5.1138 -0.0786 -0.5597 -0.514 0.411 0.124
C -3.5584 2.7298 -0.7290 -0.188 0.639 -0.259
C -3.8776 1.3533 -1.2208 -0.361 -0.651 0.241
C -3.7886 0.2507 -0.1648 0.236 0.849 0.714
O -4.9051 -0.5853 -0.4711 0.830 -0.319 0.487
C -5.7360 0.0522 -1.3098 2.366 1.126 0.455
O -6.6842 -0.4281 -1.7642 -3.012 -1.254 -1.062
O -5.2678 1.2800 -1.6124 0.326 0.245 0.099
H -3.8271 3.4691 -1.4883 0.265 -0.107 -0.157
H -2.4953 2.8232 -0.5009 -0.029 0.000 0.036
H -4.1680 3.0073 0.1338 0.129 -0.326 0.173
H -3.2873 1.0322 -2.0854 0.054 0.375 0.084
H -3.8773 0.6473 0.8574 -0.409 0.011 -0.203
H -2.8248 -0.2517 -0.1645 -0.381 -0.393 -0.431
C 0.5184 7.3596 -0.5208 0.106 0.400 -0.896
C -0.0148 5.9567 -0.5200 -0.116 0.185 -0.798
C -1.1376 5.6636 -1.5250 -0.751 -0.088 1.157
O -0.8156 4.3574 -1.9949 -0.078 0.540 -0.461
C 0.4964 4.1178 -1.7693 -1.822 1.905 1.113
O 1.0436 3.1664 -2.1291 1.832 -2.615 -1.043
O 1.0179 5.0936 -1.0060 0.560 0.033 0.321
H 1.3984 7.4385 0.1111 -0.223 0.222 0.366
H -0.2510 8.1050 -0.3203 0.049 -0.096 0.582
H 0.8634 7.6308 -1.5260 -0.007 -0.311 0.008
H -0.3238 5.6352 0.4757 0.183 -0.122 0.099
H -1.2718 6.4152 -2.3054 0.378 -0.281 -0.252
H -2.0797 5.5656 -0.9850 -0.121 0.138 -0.173
C 2.8474 6.2007 3.3750 -1.018 0.576 -0.484
C 3.1502 5.6966 1.9715 1.274 -0.848 1.701
C 4.5958 5.1194 2.0168 -0.206 0.135 -1.067
O 4.4476 3.7723 1.5611 0.597 -0.027 0.477
C 3.1683 3.4712 1.3804 0.300 1.886 -0.520
O 2.7839 2.4674 0.9122 -0.769 -1.952 -0.202
O 2.3763 4.5226 1.6579 -0.392 0.813 0.146
H 3.4130 7.1242 3.5140 0.257 -0.238 0.333
H 3.0555 5.4380 4.1195 0.374 0.078 0.067
H 1.8036 6.4925 3.5295 0.016 -0.051 -0.308
H 3.1078 6.4951 1.2393 -0.606 -0.277 -0.395
H 5.0257 5.1285 3.0117 0.088 -0.029 0.071
H 5.2432 5.6051 1.2891 0.166 0.119 0.250
O -2.4617 -6.5757 -0.1026 -0.186 -0.274 0.358
P -2.9201 -5.2158 -0.4247 -0.696 0.346 -0.052
N -2.2176 -4.5458 -1.7721 -0.367 0.930 -0.098
C -2.7976 -4.8620 -3.0559 -0.543 -0.194 -0.230
C -0.8192 -4.1420 -1.7913 -0.179 -1.330 -0.022
N -2.6845 -4.1211 0.7940 1.400 0.072 0.016
C -2.6012 -2.6920 0.5835 -0.568 0.018 -0.802
C -3.0105 -4.4976 2.1575 0.156 -0.357 -0.373
N -4.5793 -5.1514 -0.6956 0.605 -1.186 0.142
C -5.2667 -6.4146 -0.9680 0.210 0.396 -0.116
C -5.2371 -3.9370 -1.1024 0.324 0.706 -0.048
H -3.8857 -4.8763 -2.9450 0.180 -0.160 -0.215
H -2.4772 -5.8313 -3.4629 0.039 0.051 0.083
H -2.5784 -4.0957 -3.8057 0.180 0.086 0.187
H -0.2000 -5.0404 -1.7187 0.302 0.197 0.364
H -0.6414 -3.4518 -0.9731 0.470 0.046 -0.097
H -0.5687 -3.7405 -2.7676 -0.117 0.504 0.084
H -3.6142 -2.2826 0.5625 0.093 0.339 0.179
H -2.0045 -2.1748 1.3256 0.076 -0.208 0.333
H -2.1425 -2.4620 -0.3791 -0.301 -0.107 0.055
H -2.5049 -3.7766 2.7948 -0.286 0.103 0.325
H -4.0967 -4.5279 2.3007 0.024 0.208 0.321
H -2.6042 -5.4762 2.4152 -0.064 -0.075 -0.209
H -6.3266 -6.2999 -0.7460 -0.082 0.008 -0.151
H -5.1056 -6.6919 -2.0166 -0.372 -0.236 0.001
H -4.8744 -7.2035 -0.3339 0.123 -0.004 -0.019
H -5.7708 -3.4557 -0.2787 -0.265 -0.104 -0.094
H -5.9032 -4.0919 -1.9545 -0.143 -0.126 0.128
H -4.4976 -3.2031 -1.4392 -0.024 -0.016 0.027
```
Positions in Å, forces in eV/Å.

Output
Highest occupied orbital energy, eV: -8.05
Kohn-Sham gap, eV: 7.559


Molecular formula: C15H26IrNO2Sb2
Method: DFT, ωB97M-V/def2-TZVPD

Structure (XYZ):
```
47
Properties=species:S:1:pos:R:3:forces:R:3
Ir -0.0401 -1.5388 -1.2155 0.919 -0.974 -0.060
N -0.6226 -3.5329 -1.6121 -0.448 -0.079 0.005
C -0.8709 -3.9035 -3.0451 -0.007 0.063 0.019
C -2.0155 -3.0738 -3.6139 0.123 -0.173 -0.030
C -1.6692 -1.6123 -3.5760 0.094 0.497 0.551
O -1.4990 -0.8842 -4.4957 -0.100 -0.165 -0.149
O -1.5742 -1.0818 -2.2757 -0.355 0.169 -0.580
H 0.1212 -4.1238 -1.2446 -0.033 -0.053 0.045
H -1.4552 -3.7643 -1.0734 -0.010 -0.075 -0.038
H -1.0909 -4.9689 -3.1004 -0.036 -0.005 0.002
H 0.0548 -3.7309 -3.5961 -0.012 0.030 -0.017
H -2.9243 -3.2429 -3.0317 -0.019 0.025 -0.032
H -2.2034 -3.3688 -4.6441 0.013 0.011 0.000
C -3.4511 -0.6163 0.7771 0.076 -0.285 -0.220
Sb -1.3510 -0.6046 0.7327 0.357 0.580 0.176
C -0.7136 -1.2181 2.6435 -0.074 -0.147 0.047
C -0.9326 1.4892 0.5438 -0.123 0.039 0.239
C -0.1886 2.1871 1.6504 0.036 -0.049 -0.251
C -0.8400 3.1744 2.3799 0.044 0.143 -0.036
C -0.1335 4.0056 3.2395 -0.037 -0.036 -0.025
C 1.2390 3.8649 3.3531 0.035 -0.028 -0.028
C 1.8896 2.8470 2.6663 -0.017 -0.027 0.155
C 1.1862 1.9737 1.8471 -0.061 -0.192 -0.022
C 1.8885 0.7395 1.3332 -0.011 0.156 0.020
Sb 1.8892 0.2452 -0.7474 -0.194 0.502 0.135
C 1.9323 2.0991 -1.7536 0.018 -0.046 -0.090
C 3.8521 -0.5077 -0.9689 -0.071 -0.125 -0.061
H -3.8665 -1.6071 0.9371 0.003 0.003 0.058
H -3.8313 -0.1911 -0.1479 -0.014 0.057 0.025
H -3.6541 0.0324 1.6296 -0.185 -0.012 -0.022
H -0.5497 -0.3020 3.2125 0.022 -0.049 0.059
H 0.1979 -1.8076 2.5939 0.011 0.015 0.013
H -1.5018 -1.8133 3.1008 -0.001 0.038 0.035
H -1.9028 1.9557 0.3653 -0.010 -0.004 0.079
H -0.3938 1.5475 -0.3976 -0.105 0.109 -0.069
H -1.9030 3.3311 2.2367 0.015 0.010 -0.005
H -0.6519 4.7768 3.7926 0.000 -0.002 -0.008
H 1.8051 4.5312 3.9895 -0.003 -0.011 0.001
H 2.9551 2.7062 2.8043 -0.009 0.005 0.012
H 1.4557 -0.1478 1.7967 0.088 -0.029 0.104
H 2.9397 0.7543 1.6229 -0.001 0.029 -0.004
H 2.7353 2.6692 -1.2886 -0.020 0.052 -0.033
H 0.9849 2.6168 -1.6338 0.023 0.035 -0.004
H 2.1399 1.9481 -2.8103 0.003 -0.014 0.007
H 4.5109 0.3081 -0.6753 0.053 -0.034 -0.006
H 4.0604 -0.8018 -1.9946 -0.028 0.029 -0.013
H 3.9926 -1.3588 -0.3061 0.050 0.017 0.013
```
Positions in Å, forces in eV/Å.

Output
Highest occupied orbital energy, eV: -14.44
Kohn-Sham gap, eV: 6.173
Net charge: +2


Molecular formula: C5H12N2O
Method: DFT, ωB97M-V/def2-TZVPD

Structure (XYZ):
```
20
Properties=species:S:1:pos:R:3:forces:R:3
N 2.1681 0.6766 -1.2161 0.031 -0.941 0.499
C 0.8511 0.4950 -0.6572 0.047 0.390 -0.454
C -0.0636 1.7520 -0.7992 -0.546 -1.020 0.385
C 0.9446 0.2654 0.8388 0.384 0.559 0.562
N 0.0104 -0.4833 1.4878 -0.717 -0.228 -0.121
C -0.7039 -1.6384 0.9323 0.952 -0.108 -0.802
C -1.9259 -1.3188 0.0696 -0.038 0.482 1.596
O 1.7533 0.9176 1.4822 0.031 -0.058 -0.060
H 2.2202 0.8801 -2.1949 -0.083 0.315 -0.040
H 2.7790 1.1857 -0.6141 0.301 0.489 0.082
H 0.4337 -0.3780 -1.1451 -0.471 -0.063 -0.157
H -1.1102 1.4415 -0.7228 0.012 0.179 -0.102
H 0.0771 2.2337 -1.7584 0.152 0.148 -0.075
H 0.1042 2.4189 0.0439 0.269 0.286 -0.248
H 0.0094 -0.3209 2.4808 0.084 -0.170 0.090
H -0.9187 -2.3832 1.6964 -0.124 0.350 0.322
H 0.0548 -2.1306 0.3254 -0.119 -0.267 -0.326
H -1.7298 -0.3980 -0.4590 0.015 -0.221 -0.745
H -2.2090 -2.1750 -0.5338 -0.039 0.166 -0.256
H -2.7449 -1.0403 0.7431 -0.141 -0.287 -0.152
```
Positions in Å, forces in eV/Å.

Output
Highest occupied orbital energy, eV: -8.88
Kohn-Sham gap, eV: 9.823